Computed, not measured: C40H48BrN3O6Rb as an isolated structure in a non-equilibrium geometry, with ωB97M-V with the def2-TZVPD basis set.

Atoms and positions in Å:
Rb: 0.64 0.54 1.88
O: 0.03 -4.12 4.47
C: 0.11 -2.89 3.93
O: 0.29 -2.71 2.76
C: -0.03 -1.80 4.97
O: 0.30 -0.59 4.39
C: 0.59 0.44 5.32
C: 1.31 1.63 4.54
O: 0.99 2.76 4.90
O: 2.12 1.27 3.68
H: 0.12 -4.79 3.76
H: 0.64 -2.05 5.81
H: -1.07 -1.82 5.35
H: 1.29 0.07 6.09
H: -0.32 0.80 5.81
C: 3.48 -1.79 2.55
C: 3.00 -2.16 1.15
C: 3.19 -3.66 0.89
C: 3.73 -1.34 0.11
C: 5.10 -1.46 -0.04
C: 5.79 -0.71 -0.97
C: 5.10 0.22 -1.74
C: 3.74 0.38 -1.61
C: 2.99 1.43 -2.41
C: 3.62 2.81 -2.20
C: 2.96 1.05 -3.89
C: 3.03 -0.43 -0.70
N: 1.64 -0.31 -0.63
C: 0.95 -1.02 -1.44
C: -0.45 -0.98 -1.67
C: -0.93 -1.94 -2.58
C: -2.24 -2.02 -2.99
C: -3.16 -1.11 -2.44
C: -2.73 -0.13 -1.60
C: -1.35 0.04 -1.22
N: -0.99 1.09 -0.51
C: -1.78 2.22 -0.56
C: -1.91 2.92 -1.79
C: -2.74 4.03 -1.87
C: -3.43 4.49 -0.76
C: -3.25 3.86 0.46
C: -2.45 2.73 0.57
C: -2.29 2.08 1.92
C: -1.50 3.01 2.85
C: -3.64 1.74 2.55
C: -1.11 2.52 -3.00
C: -0.17 3.66 -3.41
C: -2.00 2.10 -4.17
H: 2.94 -2.37 3.30
H: 3.31 -0.73 2.75
H: 4.55 -2.01 2.66
H: 1.93 -1.94 1.08
H: 4.23 -3.95 0.98
H: 2.84 -3.92 -0.11
H: 2.61 -4.24 1.62
H: 5.64 -2.17 0.57
H: 6.85 -0.84 -1.10
H: 5.65 0.81 -2.47
H: 1.96 1.47 -2.04
H: 4.61 2.86 -2.64
H: 3.69 3.03 -1.14
H: 2.99 3.57 -2.67
H: 3.97 0.91 -4.28
H: 2.47 1.83 -4.48
H: 2.41 0.12 -4.03
H: 1.48 -1.75 -2.07
H: -0.22 -2.66 -2.97
H: -2.56 -2.75 -3.72
H: -4.21 -1.19 -2.71
H: -3.44 0.59 -1.19
H: -2.87 4.53 -2.82
H: -4.10 5.34 -0.84
H: -3.76 4.24 1.33
H: -1.73 1.14 1.78
H: -2.06 3.92 3.03
H: -0.54 3.28 2.40
H: -1.30 2.54 3.81
H: -4.19 2.64 2.81
H: -3.50 1.16 3.47
H: -4.25 1.15 1.87
H: -0.49 1.66 -2.74
H: -0.74 4.54 -3.72
H: 0.47 3.35 -4.23
H: 0.45 3.93 -2.56
H: -2.67 2.92 -4.47
H: -2.61 1.25 -3.89
H: -1.40 1.82 -5.03
O: -4.56 -4.55 -1.60
C: -3.63 -4.03 -0.77
C: -2.26 -4.22 -0.98
C: -1.37 -3.66 -0.09
N: -1.76 -2.97 0.97
C: -3.05 -2.81 1.16
Br: -3.49 -1.87 2.74
C: -4.05 -3.31 0.34
H: -4.13 -5.00 -2.34
H: -1.92 -4.80 -1.83
H: -0.30 -3.77 -0.19
H: -5.10 -3.17 0.55

Computed properties:
Charge = -1
HOMO = -4.1 eV
Orbital gap = 5.93 eV
Energy relative to the best compared isomer or geometry (same formula, charge and spin) = 0.0 kcal/mol

Here are the Mulliken charges for atoms 1 to 2, given in e: atom 1 (Rb): 0.23, atom 2 (O): -0.60